Record 1
119
Properties=species:S:1:pos:R:3:forces:R:3 method="wB97M-V/def2-TZVPD" charge=-2 relative_energy_kcal_mol=11.9 multiplicity=2 gap_ev="6.5 / 5.9" lumo_energy_ev="3.473 / 2.906"
Rb -0.3957 -1.4292 -2.4534 -1.08 0.41 -1.14
O -7.6109 -2.9484 -4.5098 -0.76 -1.08 0.47
C -6.7230 -2.1299 -4.7653 -0.29 0.27 -0.17
O -6.6769 -1.3352 -5.7079 0.32 0.87 -0.91
C -5.5775 -2.0663 -3.7836 0.65 -0.22 0.66
C -5.3847 -3.0687 -2.8403 -0.27 -0.02 -0.17
C -4.3345 -2.9799 -1.9596 0.14 -0.07 0.34
N -3.4732 -1.9626 -1.9025 -0.01 0.36 -0.31
C -3.6584 -0.9932 -2.8127 -0.11 -0.16 0.17
C -4.6674 -1.0291 -3.7646 0.02 0.33 -0.22
C -2.6408 0.1257 -2.7895 -0.27 0.26 -0.30
O -2.5268 0.8155 -1.7592 -0.16 0.01 0.83
O -1.8917 0.2072 -3.7805 -0.03 0.30 -1.00
H -6.0825 -3.8902 -2.8222 -0.05 -0.14 0.05
H -4.1762 -3.7529 -1.2227 0.03 -0.25 0.16
H -4.7635 -0.2482 -4.5056 0.06 0.06 -0.02
C 1.8519 2.1767 -3.0021 -0.14 -0.01 -0.26
C 1.5319 2.5968 -1.5790 0.28 0.06 0.15
C 0.7556 1.5531 -0.7944 0.02 0.01 0.08
Sb 0.2886 2.1815 1.2040 -0.11 0.18 0.16
C 2.0480 3.4069 1.4230 0.01 0.07 0.03
C 2.2268 4.6650 0.8533 -0.11 0.11 -0.03
C 3.4128 5.3631 1.0164 0.02 0.03 -0.03
C 4.4544 4.8097 1.7470 0.00 -0.02 0.01
C 4.2983 3.5560 2.3145 0.01 0.06 0.01
C 3.1023 2.8707 2.1564 0.00 -0.08 0.02
C -1.0647 3.7077 0.5711 0.07 0.23 -0.10
C -1.9429 3.4431 -0.4794 0.22 0.09 0.02
C -2.8973 4.3792 -0.8477 0.04 0.05 0.00
C -2.9910 5.5873 -0.1744 -0.11 0.04 -0.05
C -2.1314 5.8547 0.8783 -0.02 0.06 0.06
C -1.1809 4.9164 1.2501 0.13 -0.02 0.06
Sb 2.6622 0.1854 -3.0944 0.22 -0.01 -0.24
C 4.0462 0.6073 -4.6883 0.00 0.07 0.08
C 5.3487 0.1175 -4.6655 0.03 0.00 0.02
C 6.2190 0.3485 -5.7205 0.08 -0.05 0.03
C 5.7976 1.0724 -6.8245 0.07 0.02 -0.09
C 4.5013 1.5602 -6.8661 -0.04 0.04 -0.07
C 3.6354 1.3262 -5.8075 -0.01 0.01 -0.02
C 4.1008 0.4512 -1.5298 0.05 0.05 0.02
C 4.2318 -0.5010 -0.5260 -0.04 0.01 0.04
C 5.1533 -0.3308 0.4995 0.01 0.06 0.03
C 5.9461 0.8041 0.5407 0.01 -0.02 0.02
C 5.8177 1.7687 -0.4478 0.03 0.07 -0.06
C 4.9040 1.5884 -1.4740 0.00 0.05 -0.08
H 2.5343 2.8748 -3.4906 0.03 0.04 0.00
H 0.9345 2.1247 -3.5937 -0.03 0.05 -0.03
H 0.9840 3.5434 -1.5979 -0.08 0.02 0.03
H 2.4729 2.7981 -1.0478 -0.19 -0.02 -0.15
H 1.3264 0.6353 -0.6769 0.19 -0.14 0.06
H -0.1918 1.2707 -1.2566 -0.16 0.15 -0.13
H 1.4323 5.1073 0.2638 -0.03 0.00 0.02
H 3.5278 6.3373 0.5594 0.01 0.06 -0.02
H 5.3816 5.3521 1.8664 0.09 0.04 0.02
H 5.1051 3.1080 2.8779 0.07 -0.03 0.04
H 3.0001 1.8905 2.6072 -0.02 -0.08 0.03
H -1.9239 2.4936 -1.0013 -0.01 0.04 -0.09
H -3.5736 4.1502 -1.6579 -0.07 -0.04 -0.10
H -3.7372 6.3153 -0.4646 -0.04 0.04 -0.01
H -2.2037 6.7918 1.4144 0.00 0.07 0.04
H -0.5209 5.1400 2.0802 0.06 0.00 0.06
H 5.6991 -0.4427 -3.8082 0.02 -0.05 0.08
H 7.2297 -0.0405 -5.6763 0.00 0.01 -0.01
H 6.4767 1.2541 -7.6487 0.00 0.00 -0.01
H 4.1577 2.1238 -7.7254 0.01 0.00 0.00
H 2.6268 1.7146 -5.8661 -0.10 0.03 0.02
H 3.5892 -1.3676 -0.5276 -0.02 -0.12 -0.02
H 5.2355 -1.0840 1.2700 0.03 -0.07 0.08
H 6.6559 0.9441 1.3452 0.04 0.00 0.05
H 6.4231 2.6668 -0.4135 -0.02 0.00 0.00
H 4.8113 2.3480 -2.2424 0.02 0.03 -0.03
F 1.2808 -1.6418 -0.8089 1.15 -0.81 0.96
Cl 2.3661 -5.4908 -0.1994 0.47 -1.14 0.56
Ge 1.4782 -3.6336 -0.9244 -0.19 0.95 0.60
Cl 2.6551 -3.4764 -2.7303 0.50 0.12 -0.63
Cl -0.4088 -4.2912 -1.8459 -0.25 -0.79 0.01
C -2.5304 -5.1891 0.8404 -0.09 0.03 -0.10
C -3.5132 -4.4446 1.7004 0.13 -0.09 -0.14
C -4.6565 -5.0929 2.1516 -0.06 0.02 -0.01
C -5.6098 -4.4284 2.9066 -0.03 -0.03 0.01
C -5.4219 -3.0935 3.2148 -0.04 0.02 0.03
C -4.2772 -2.4415 2.7785 -0.03 0.11 0.06
C -3.3080 -3.1000 2.0313 0.08 0.04 0.10
Sb -1.5388 -2.0383 1.3755 -0.06 -0.34 -0.09
C -2.1096 -0.2361 2.3522 0.01 -0.09 -0.03
C -2.7034 0.6477 1.4607 -0.20 0.41 0.19
C -3.2049 1.8708 1.8899 -0.13 -0.18 0.10
C -3.0827 2.2240 3.2205 -0.04 0.07 -0.05
C -2.4972 1.3396 4.1121 0.07 -0.03 0.03
C -2.0222 0.0973 3.7043 0.02 -0.01 0.17
C -1.4732 -0.8455 4.7374 -0.02 0.00 0.13
C -0.2073 -2.8994 2.8505 0.13 -0.03 -0.05
C -0.5563 -4.0174 3.5978 0.05 -0.04 -0.07
C 0.3487 -4.6270 4.4563 -0.12 -0.04 0.01
C 1.6270 -4.1167 4.5780 0.08 -0.02 0.07
C 1.9828 -2.9891 3.8564 -0.03 -0.01 0.04
C 1.0834 -2.3668 2.9993 -0.02 -0.10 -0.07
C 1.4866 -1.1004 2.3078 -0.03 0.14 0.20
H -2.9200 -6.1630 0.5474 -0.02 -0.04 0.01
H -1.5799 -5.3509 1.3475 0.14 0.02 0.06
H -2.3185 -4.6314 -0.0728 0.00 -0.02 0.04
H -4.8095 -6.1293 1.8804 -0.02 -0.08 -0.01
H -6.5016 -4.9484 3.2328 -0.02 -0.01 0.01
H -6.1644 -2.5494 3.7841 -0.03 0.01 0.02
H -4.1534 -1.3924 3.0199 0.00 -0.03 0.01
H -2.7884 0.4182 0.4121 0.00 -0.17 -0.42
H -3.6610 2.5317 1.1706 -0.10 0.08 0.03
H -3.4403 3.1838 3.5700 -0.03 0.05 0.00
H -2.4173 1.6087 5.1578 0.01 0.03 0.09
H -1.6603 -0.4515 5.7356 -0.02 0.01 0.08
H -0.3995 -1.0018 4.6327 0.00 0.04 0.01
H -1.9374 -1.8307 4.6636 -0.02 0.05 0.01
H -1.5581 -4.4178 3.5281 -0.12 -0.05 -0.03
H 0.0476 -5.4975 5.0243 0.00 -0.05 0.03
H 2.3436 -4.5875 5.2382 0.04 -0.02 0.02
H 2.9755 -2.5712 3.9639 0.08 0.02 0.01
H 2.5046 -0.8178 2.5757 0.09 0.01 -0.04
H 0.8315 -0.2780 2.6073 0.00 -0.04 0.06
H 1.4235 -1.1734 1.2251 0.00 -0.06 -0.16

***

Record 2
117
Properties=species:S:1:pos:R:3:forces:R:3 method="wB97M-V/def2-TZVPD" charge=0 gap_ev=6.2 lumo_energy_ev=-1.348
C -1.1230 5.0852 -5.2216 -0.03 0.23 0.10
C -2.0844 4.0358 -4.6869 -0.37 0.36 0.26
C -3.1454 3.7607 -5.7562 -0.26 0.05 -0.01
O -1.3473 2.8559 -4.4639 0.28 -0.20 1.07
B -1.9867 2.1833 -3.3429 -2.00 -0.05 -1.55
C -3.0457 1.0794 -3.9485 0.98 0.17 0.77
C -4.3060 0.9104 -3.3972 -0.44 -0.49 -0.35
C -5.2403 0.1089 -4.0564 -0.27 0.04 0.34
C -6.6237 -0.0644 -3.4867 -0.51 0.00 0.19
F -7.5878 0.2430 -4.4124 0.65 -0.32 0.84
F -6.8531 -1.3574 -3.0887 0.04 1.00 -0.30
F -6.8385 0.7319 -2.3972 0.02 -0.69 -0.85
C -4.9381 -0.5305 -5.2485 0.14 0.07 -0.02
C -3.6608 -0.3640 -5.7680 0.27 -0.11 -0.25
C -3.3128 -1.0135 -7.0799 0.14 -0.23 -0.51
F -2.1007 -0.5960 -7.5564 -1.02 -0.46 0.25
F -3.2511 -2.3797 -6.9730 -0.06 0.99 -0.23
F -4.2466 -0.7291 -8.0425 0.80 -0.36 0.68
C -2.7079 0.4100 -5.1125 -0.49 -0.46 -0.33
C -0.7411 1.4219 -2.4649 2.13 -1.57 1.95
C -1.0595 0.3157 -1.6472 0.44 1.06 -0.58
C -1.1624 0.4206 -0.1687 -0.26 1.32 -0.34
C -2.6507 0.6943 0.2017 -0.19 -0.12 -0.16
O -2.7267 3.1310 -2.5475 0.52 -0.31 -0.12
C -2.7243 4.3697 -3.2376 0.37 0.39 -0.62
C -1.8740 5.3422 -2.4375 0.20 0.22 0.04
C -4.1423 4.9147 -3.2925 -0.22 0.07 -0.07
H -1.6543 6.0269 -5.3990 0.15 -0.03 0.03
H -0.2969 5.2557 -4.5249 -0.13 0.01 -0.15
H -0.7049 4.7445 -6.1754 -0.10 0.01 0.16
H -3.5832 4.7023 -6.1097 -0.04 -0.20 0.06
H -2.6749 3.2599 -6.6117 -0.03 0.11 0.20
H -3.9465 3.1121 -5.3814 0.17 0.15 -0.16
H -4.5924 1.3977 -2.4704 0.12 0.10 -0.21
H -5.6748 -1.1424 -5.7602 0.06 0.12 0.04
H -1.7157 0.5022 -5.5424 -0.14 0.18 0.04
H -0.0840 1.1022 -3.2921 -0.70 0.10 -0.19
H -0.2514 2.2324 -1.8913 -0.51 -0.25 -0.30
H -1.2158 -0.6627 -2.1084 -0.24 0.25 -0.03
H -0.5561 1.3077 0.0701 -0.28 -0.11 0.08
H -2.7315 1.2686 1.1357 0.09 -0.24 -0.37
H -3.1625 1.2472 -0.5967 0.13 0.00 0.26
H -3.1679 -0.2663 0.3408 0.09 0.26 -0.04
H -1.8806 6.3348 -2.9024 0.12 -0.11 0.12
H -2.2980 5.4337 -1.4317 0.08 -0.04 -0.12
H -0.8409 4.9875 -2.3470 -0.15 0.09 -0.04
H -4.1756 5.8404 -3.8822 -0.03 -0.18 0.07
H -4.8511 4.1940 -3.7141 0.17 0.14 0.05
H -4.4680 5.1561 -2.2743 0.01 -0.06 -0.15
C -1.0445 -3.0654 9.0782 0.02 0.08 -0.07
C -1.6610 -3.1210 7.8217 0.30 0.33 0.10
C -1.4109 -2.1306 6.8675 0.05 -0.08 0.31
C -0.5269 -1.0787 7.1662 -0.15 -0.20 0.47
N -0.2530 -0.0567 6.2412 0.07 0.17 -0.04
C 0.0228 1.2503 6.7477 0.15 0.41 0.31
C 1.3233 1.7652 6.6524 -0.31 -0.02 0.25
C 1.6141 3.0084 7.2161 -0.21 -0.01 -0.12
C 0.5947 3.7680 7.8032 -0.01 -0.14 -0.01
C -0.7126 3.2693 7.8579 0.20 -0.12 -0.01
C -0.9956 1.9969 7.3595 0.33 -0.07 -0.26
C -0.2660 -0.2378 4.8568 -0.12 0.10 -0.34
C -0.4350 0.8812 4.0250 -0.12 -0.08 -0.16
C -0.5770 0.7240 2.6484 0.24 -0.41 0.32
C -0.5185 -0.5504 2.0772 0.08 0.28 -0.42
C -0.5920 -0.7579 0.5610 0.53 -0.99 0.57
C 0.7958 -1.1780 0.0548 -0.28 0.44 -0.32
C 0.9158 -2.1070 -0.9808 0.35 -0.02 0.29
C 2.1635 -2.6303 -1.3149 -0.03 0.13 -0.13
C 3.3245 -2.2198 -0.6327 -0.43 0.05 0.06
N 4.5406 -2.8749 -0.8837 -0.32 0.03 0.00
C 5.8014 -2.2783 -0.6635 0.61 0.02 -0.34
C 6.9169 -3.1036 -0.4094 0.02 0.20 -0.01
C 8.2051 -2.5668 -0.3982 -0.29 0.34 -0.03
C 8.3983 -1.1925 -0.5940 -0.12 -0.09 0.04
C 7.2883 -0.3607 -0.7781 -0.07 -0.38 0.10
C 5.9969 -0.8968 -0.8247 0.31 -0.10 -0.01
C 4.5197 -4.1900 -1.4508 0.14 -0.59 -0.22
C 5.1420 -4.4319 -2.6894 -0.25 -0.04 0.31
C 5.2654 -5.7379 -3.1690 -0.07 0.05 0.24
C 4.8047 -6.8145 -2.4026 0.00 0.16 0.05
C 4.1438 -6.5737 -1.1920 -0.09 0.30 -0.22
C 3.9518 -5.2621 -0.7414 0.41 0.03 -0.12
C 3.2072 -1.1687 0.2974 -0.25 0.16 -0.06
C 1.9586 -0.6281 0.6030 0.11 -0.48 -0.15
C -0.2294 -1.6526 2.8912 -0.15 0.37 0.22
C -0.1128 -1.5076 4.2689 0.00 0.10 -0.25
C 0.0621 -1.0037 8.4420 -0.11 -0.33 -0.12
C -0.1821 -2.0055 9.3814 -0.25 0.05 -0.31
H -1.2475 -3.8332 9.8272 0.08 0.21 -0.27
H -2.3429 -3.9357 7.5776 0.15 0.21 0.10
H -1.9024 -2.1696 5.8934 0.13 0.02 0.40
H 2.0942 1.1649 6.1608 -0.24 0.21 0.21
H 2.6414 3.3780 7.1916 -0.36 -0.03 -0.01
H 0.8246 4.7472 8.2287 -0.09 -0.31 -0.15
H -1.5181 3.8629 8.2942 0.30 -0.15 -0.07
H -2.0008 1.5719 7.4228 0.33 0.15 -0.02
H -0.4772 1.8845 4.4484 -0.05 -0.34 -0.06
H -0.7043 1.6225 2.0400 -0.02 -0.36 0.22
H -1.2665 -1.6099 0.3849 0.12 0.07 -0.01
H 0.0217 -2.4209 -1.5275 0.32 -0.19 0.27
H 2.2376 -3.3673 -2.1152 0.01 0.17 0.27
H 6.7745 -4.1760 -0.2538 0.02 0.38 -0.11
H 9.0625 -3.2241 -0.2422 -0.27 0.20 -0.02
H 9.4096 -0.7783 -0.6054 -0.37 -0.12 0.05
H 7.4219 0.7142 -0.9013 -0.01 -0.28 -0.02
H 5.1380 -0.2528 -1.0132 0.36 -0.15 -0.05
H 5.5328 -3.5876 -3.2623 -0.07 -0.26 0.22
H 5.7385 -5.9107 -4.1377 -0.12 0.02 0.33
H 4.9630 -7.8386 -2.7505 -0.11 0.36 0.12
H 3.7780 -7.4072 -0.5895 0.05 0.25 -0.23
H 3.4019 -5.0611 0.1823 0.30 -0.08 -0.24
H 4.0846 -0.7627 0.7913 -0.16 -0.18 -0.06
H 1.8777 0.2080 1.3025 0.10 -0.43 -0.03
H -0.0706 -2.6328 2.4360 -0.12 0.25 0.12
H 0.0824 -2.3791 4.8920 0.03 0.28 -0.21
H 0.7073 -0.1549 8.6808 -0.17 -0.38 -0.05
H 0.3058 -1.9459 10.3529 -0.17 -0.05 -0.18